(P)
The following is a quantum chemistry calculation of a gas-phase ion, C3H5N2OS (charge +1), from OMol25.

Summary:
molar mass	117.2	g mol⁻¹
multiplicity	1
total charge	+1
HOMO energy	-14.270	eV
frontier orbital gap	9.94	eV

Geometry (Å):
C1 0.012 -1.298 0.478
H1 -1.485 -1.586 -0.657
H2 -0.012 -2.242 0.928
N1 -0.856 -0.839 -0.402
H3 1.431 -0.665 1.901
H4 -1.357 0.714 -1.796
S1 -0.967 2.031 0.452
C2 0.510 1.253 -0.410
O1 1.461 0.538 0.307
C3 -0.864 0.760 -0.750
H5 1.079 1.946 -1.013
N2 1.048 -0.611 0.961

Atom charges from the Löwdin analysis, given in e for atoms 1 to 4: C -0.065; H 0.155; H 0.153; N 0.129

---

(Q)
The following is a quantum chemistry calculation of a gas-phase ion, C3H5N2OS (charge +1), from OMol25.

Summary:
molar mass	117.2	g mol⁻¹
multiplicity	1
total charge	+1
HOMO energy (alpha / beta)	-14.587 / -14.587	eV
frontier orbital gap (alpha / beta)	7.56 / 7.56	eV

Geometry (Å):
H1 2.102 -1.781 0.090
H2 -2.456 -1.219 0.683
H3 0.710 2.209 -1.262
H4 -0.417 1.196 -0.230
C1 0.526 1.263 -0.855
S1 -0.183 -1.907 0.275
C2 1.206 -1.008 -0.061
N1 -1.517 -0.759 0.559
N2 -1.397 0.515 1.028
C3 1.396 0.247 -0.673
O1 -2.395 0.905 1.566
H5 2.426 0.338 -1.119

Atom charges from the Löwdin analysis, given in e for atoms 1 to 4: H 0.149; H 0.141; H 0.084; H 0.050

---

Relative energies in hartree: (P) 0.0000; (Q) 0.0931

---

(P)
The following is a quantum chemistry calculation of a gas-phase ion, C3H5N2O2 (charge +1), from OMol25.

Summary:
molar mass	101.1	g mol⁻¹
multiplicity	1
total charge	+1
HOMO energy	-14.781	eV
frontier orbital gap	8.45	eV

Geometry (Å):
C1 -1.019 -0.863 0.945
C2 1.212 1.489 -0.887
H1 -2.181 -1.138 0.735
H2 -1.380 1.191 0.568
N1 0.645 -0.936 -0.574
O1 -0.142 -1.739 0.178
O2 0.872 2.595 -0.603
H3 2.084 1.143 -1.330
C3 0.356 0.333 -0.488
H4 1.062 -1.481 -1.307
N2 -0.626 0.506 0.621
H5 -0.883 -1.100 2.142

Atom charges from the Löwdin analysis, given in e for atoms 1 to 4: C -0.133; C -0.130; H 0.179; H 0.167

---

(Q)
The following is a quantum chemistry calculation of a gas-phase ion, C3H5N2O2 (charge +1), from OMol25.

Summary:
molar mass	101.1	g mol⁻¹
multiplicity	1
total charge	+1
HOMO energy (alpha / beta)	-14.786 / -14.786	eV
frontier orbital gap (alpha / beta)	6.63 / 6.63	eV

Geometry (Å):
N1 1.634 0.236 0.676
N2 -1.441 0.325 0.017
H1 2.625 0.447 0.286
H2 -0.527 -0.236 -1.855
O1 1.357 0.523 1.813
H3 1.466 -0.828 -1.077
C1 -2.418 0.107 0.662
C2 -0.414 0.181 -0.863
C3 0.774 -0.594 -0.152
O2 -3.386 0.142 1.324
H4 0.475 -1.427 0.395
H5 -0.146 1.123 -1.226

Atom charges from the Löwdin analysis, given in e for atoms 1 to 4: N 0.042; N 0.133; H 0.247; H 0.142

---

(R)
The following is a quantum chemistry calculation of a gas-phase ion, C3H5N2O2 (charge +1), from OMol25.

Summary:
molar mass	101.1	g mol⁻¹
multiplicity	1
total charge	+1
HOMO energy	-16.002	eV
frontier orbital gap	10.49	eV

Geometry (Å):
O1 0.802 0.888 -1.208
N1 0.561 -0.956 1.310
H1 0.927 1.023 -2.167
H2 -1.170 0.594 -1.653
H3 -0.669 0.340 2.522
H4 1.312 -2.375 -0.037
H5 -0.985 1.721 0.796
N2 -0.646 0.842 0.515
O2 -0.111 -1.060 -0.850
C1 -0.386 0.329 -0.827
C2 0.629 -1.443 0.074
C3 -0.266 0.097 1.525

Atom charges from the Löwdin analysis, given in e for atoms 1 to 4: O 0.077; N 0.160; H 0.152; H 0.226

---

Relative energies in hartree: (P) 0.0914; (Q) 0.1126; (R) 0.0000

---

(P)
The following is a quantum chemistry calculation of a gas-phase ion, C3H5N2O2 (charge +1), from OMol25.

Summary:
molar mass	101.1	g mol⁻¹
multiplicity	1
total charge	+1
HOMO energy	-15.295	eV
frontier orbital gap	10.53	eV

Geometry (Å):
H1 0.542 -1.630 -1.241
O1 -2.542 2.110 -0.892
H2 2.297 -0.011 -0.892
H3 2.634 -0.831 0.541
H4 0.456 -2.049 0.305
N1 0.611 -1.178 -0.269
O2 -3.145 1.645 1.090
C1 1.877 -0.330 0.061
C2 -0.448 -0.248 -0.094
H5 1.638 0.447 0.938
C3 -1.468 0.486 0.285
N2 -2.454 1.587 0.168

Atom charges from the Löwdin analysis, given in e for atoms 1 to 4: H 0.231; O 0.170; H 0.115; H 0.061

---

(Q)
The following is a quantum chemistry calculation of a gas-phase ion, C3H5N2O2 (charge +1), from OMol25.

Summary:
molar mass	101.1	g mol⁻¹
multiplicity	1
total charge	+1
HOMO energy	-14.219	eV
frontier orbital gap	9.01	eV

Geometry (Å):
C1 2.272 -0.095 0.057
N1 2.751 0.106 -1.085
H1 -1.210 1.997 -1.074
O1 -0.027 2.110 0.706
O2 3.554 -0.160 0.318
N2 -0.047 0.132 -0.434
H2 -0.892 -0.406 -0.150
C2 -0.465 1.543 -0.252
H3 0.624 -1.332 0.911
H4 0.646 0.475 1.453
C3 0.874 -0.261 0.678
H5 0.172 -0.136 -1.421

Atom charges from the Löwdin analysis, given in e for atoms 1 to 4: C -0.431; N 0.276; H 0.219; O 0.154

---

Relative energies in hartree: (P) 0.1102; (Q) 0.0000

---

(P)
The following is a quantum chemistry calculation of 16 unconnected molecules or ions with the total composition C4H41N2O15, from OMol25.

Summary:
molar mass	357.4	g mol⁻¹
multiplicity	1
total charge	+1
HOMO energy	-10.667	eV
frontier orbital gap	8.39	eV

Geometry (Å):
H1 1.028 -1.205 -3.494
O1 -2.368 0.621 5.277
H2 -3.915 1.492 0.094
O2 -1.177 -2.255 -0.884
H3 -4.858 -1.878 3.961
H4 0.623 0.075 -4.235
H5 -0.449 1.652 -3.191
H6 -1.068 -3.232 -4.374
H7 -2.303 -1.637 1.638
C1 2.945 2.042 -0.826
H8 4.867 -0.583 -1.399
O3 -1.062 0.494 -1.529
H9 1.172 2.139 -2.169
H10 2.383 -2.361 -0.282
O4 -4.234 -0.170 -0.630
N1 1.550 1.720 -1.218
O5 3.267 0.468 2.122
H11 0.878 1.969 -0.438
H12 -0.309 -1.926 2.536
H13 2.452 4.161 1.550
H14 1.508 0.716 -1.299
H15 -0.891 -0.421 -1.382
H16 4.995 1.660 -1.423
H17 0.979 -2.560 0.424
H18 -1.181 -3.825 1.608
N2 2.175 3.675 0.700
H19 0.006 0.870 1.347
O6 1.475 -2.197 -0.290
C2 3.237 2.912 0.198
H20 0.234 2.926 -3.969
O7 0.766 -0.873 -4.351
C3 3.942 1.392 -1.666
H21 -1.094 -2.739 -1.666
H22 2.663 0.987 2.629
H23 4.240 3.128 0.464
O8 0.328 2.131 -3.512
H24 -0.180 -0.763 3.411
H25 4.169 0.655 2.364
O9 -0.191 -0.938 2.423
O10 -0.418 -3.636 2.157
H26 -1.971 0.510 -1.307
O11 -3.134 2.114 0.322
O12 -4.121 -1.357 3.561
H27 -4.091 -0.600 4.155
H28 3.713 -0.300 -0.287
H29 -3.397 3.030 0.100
O13 -0.324 1.730 1.030
H30 -1.214 1.590 0.773
O14 -3.089 -1.934 1.235
H31 3.167 -0.713 -1.896
H32 -3.661 -2.274 2.011
H33 -4.042 -0.674 0.175
H34 -0.608 -1.821 -3.788
H35 3.886 1.563 -2.776
H36 1.264 3.701 0.462
H37 -1.845 0.017 5.893
H38 -0.282 -4.611 2.418
O15 -1.386 -2.437 -3.970
H39 -2.103 -1.994 -0.681
H40 -1.979 0.579 4.368
H41 -4.853 -0.736 -1.140
C4 3.884 -0.068 -1.332

Atom charges from the Löwdin analysis, given in e for atoms 1 to 4: H 0.036; O -0.089; H 0.056; O -0.040

---

(Q)
The following is a quantum chemistry calculation of 16 unconnected molecules or ions with the total composition C4H41N2O15, from OMol25.

Summary:
molar mass	357.4	g mol⁻¹
multiplicity	1
total charge	+1
HOMO energy	-12.030	eV
frontier orbital gap	9.48	eV

Geometry (Å):
H1 -0.402 -1.534 1.081
O1 2.399 1.280 2.246
H2 1.600 -0.461 0.021
H3 2.924 3.842 0.592
H4 -0.930 -1.683 -3.710
H5 -1.851 -1.345 -1.766
N1 2.222 -0.497 -0.835
O2 1.352 -2.814 -1.798
H6 1.506 -2.796 1.257
H7 1.573 -1.479 2.809
H8 0.184 -0.884 -5.612
H9 0.753 3.689 -1.515
H10 -0.839 -0.583 -0.093
O3 1.030 -3.520 0.805
H11 1.960 -1.392 -1.337
H12 -2.839 -1.301 -0.541
O4 -3.705 -2.373 0.544
H13 -1.104 1.884 -3.197
O5 -1.499 -2.522 2.089
H14 0.221 -3.653 1.301
H15 -0.156 -0.926 3.831
H16 2.450 0.742 -2.573
H17 0.488 -2.641 -2.209
O6 2.290 3.158 0.321
H18 -1.289 -0.462 -5.666
O7 2.243 -1.441 2.058
C1 0.968 1.547 -1.274
H19 -4.091 -3.211 0.220
O8 -0.593 -0.711 -5.047
H20 -2.721 2.703 -1.288
H21 1.607 1.608 2.738
H22 3.092 -1.648 2.460
O9 0.563 -1.541 4.071
O10 0.138 2.339 3.266
H23 1.197 -3.192 -0.911
H24 -0.115 2.896 2.451
H25 -0.826 3.247 0.436
H26 -1.671 -1.788 2.691
H27 -1.468 -3.099 -3.322
N2 -1.754 2.391 -1.211
H28 0.482 1.437 -0.305
C2 1.906 0.680 -1.656
H29 -2.305 -2.596 1.535
H30 -1.844 1.383 -1.021
O11 -1.068 -2.286 -2.928
H31 3.216 -0.441 -0.554
H32 -1.303 3.600 -2.837
O12 -2.211 -0.758 -1.048
H33 -0.952 0.027 2.045
C3 -0.960 2.638 -2.416
H34 0.193 2.947 4.004
C4 0.539 2.697 -2.089
H35 -0.974 0.962 3.285
H36 0.670 3.596 0.666
O13 -0.155 -0.690 0.622
H37 1.116 2.788 -3.050
O14 -1.299 0.091 2.954
H38 2.194 0.333 2.138
H39 2.361 2.422 0.959
H40 -4.404 -1.959 1.040
H41 0.127 -2.401 4.200
O15 -0.236 3.700 1.073

Atom charges from the Löwdin analysis, given in e for atoms 1 to 4: H 0.027; O -0.071; H 0.095; H 0.092

---

Relative energies in hartree: (P) 0.1349; (Q) 0.0000

---

(P)
The following is a quantum chemistry calculation of 2 unconnected molecules or ions with the total composition C8H16N2, from OMol25.

Summary:
molar mass	140.2	g mol⁻¹
multiplicity	1
HOMO energy	-8.610	eV
frontier orbital gap	9.46	eV

Geometry (Å):
H1 -0.700 -1.813 2.560
H2 1.310 2.694 -3.441
C1 -0.607 0.446 -0.873
H3 -1.047 3.466 -2.114
N1 -1.596 -0.047 -0.039
H4 0.585 1.139 -3.094
C2 1.094 -1.940 1.366
H5 -0.323 2.372 -4.057
H6 0.524 3.343 -1.374
H7 1.342 -3.861 2.308
C3 -0.905 1.760 -1.067
H8 0.686 -0.823 3.222
H9 -0.303 -0.330 1.908
H10 0.107 -0.263 -1.253
C4 -2.492 0.961 0.129
C5 0.183 -1.204 2.335
C6 -0.214 2.782 -1.934
H11 0.485 -2.503 0.655
C7 0.364 2.192 -3.237
H12 1.738 -1.261 0.810
N2 -2.116 2.053 -0.469
H13 2.755 -3.345 1.461
C8 1.962 -2.978 2.108
H14 2.218 -2.621 3.102
H15 -1.668 -0.993 0.282
H16 -3.383 0.772 0.707

Atom charges from the Löwdin analysis, given in e for atoms 1 to 4: H 0.077; H 0.066; C -0.070; H 0.101

---

(Q)
The following is a quantum chemistry calculation of 2 unconnected molecules or ions with the total composition C8H16N2, from OMol25.

Summary:
molar mass	140.2	g mol⁻¹
multiplicity	1
HOMO energy	-8.555	eV
frontier orbital gap	9.42	eV

Geometry (Å):
C1 0.799 -1.077 0.450
H1 -0.514 -1.145 3.348
H2 -1.115 2.511 0.481
H3 -0.824 -1.674 -1.890
N1 1.052 -0.013 2.358
H4 2.094 0.708 0.627
C2 1.019 -1.648 -0.897
H5 -2.817 1.626 -2.664
H6 -0.680 -3.066 -0.725
N2 0.032 -1.729 1.392
H7 -2.116 0.799 -1.328
C3 -1.877 1.518 -2.117
C4 -1.249 2.811 -1.631
C5 -0.450 2.623 -0.379
H8 1.974 -2.155 -1.022
H9 0.190 3.451 -0.048
C6 1.378 0.012 1.033
H10 0.869 0.752 2.984
H11 0.138 -3.214 -2.170
H12 0.240 1.791 -0.495
C7 0.146 -1.055 2.505
H13 -2.027 3.591 -1.625
H14 -0.700 3.248 -2.479
H15 -1.180 0.977 -2.759
C8 -0.187 -2.443 -1.468
H16 1.144 -0.809 -1.595

Atom charges from the Löwdin analysis, given in e for atoms 1 to 4: C -0.318; H 0.110; H 0.079; H 0.055

---

Relative energies in hartree: (P) 0.0000; (Q) 0.0108

---

(P)
The following is a quantum chemistry calculation of 2 unconnected molecules or ions with the total composition C8H16N2, from OMol25.

Summary:
molar mass	140.2	g mol⁻¹
multiplicity	1
HOMO energy	-8.633	eV
frontier orbital gap	9.50	eV

Geometry (Å):
H1 2.197 -2.395 1.270
H2 1.084 2.802 0.569
H3 1.407 -1.058 2.006
C1 1.198 3.267 -0.418
C2 -0.997 -3.123 1.818
H4 0.247 3.113 -2.294
C3 0.102 -2.544 1.262
C4 -1.200 2.634 -0.782
H5 0.862 4.299 -0.295
C5 0.218 2.545 -1.365
H6 -1.628 -3.079 -1.345
H7 -0.164 0.523 -2.035
H8 1.522 1.027 -2.277
H9 1.587 -2.654 2.867
H10 2.228 3.156 -0.765
C6 0.654 1.123 -1.629
N1 -0.037 -2.491 -0.098
H11 -1.263 -3.225 2.856
N2 -1.852 -3.380 0.774
C7 -1.212 -2.998 -0.353
H12 -2.717 -3.889 0.805
H13 -1.513 3.671 -0.765
C8 1.368 -2.141 1.942
H14 -1.117 2.293 0.251
H15 -1.917 1.973 -1.260
H16 0.942 0.552 -0.735

Atom charges from the Löwdin analysis, given in e for atoms 1 to 4: H 0.077; H 0.073; H 0.068; C -0.093

---

(Q)
The following is a quantum chemistry calculation of a molecular structure, C8H16N2, from OMol25.

Summary:
molar mass	140.2	g mol⁻¹
multiplicity	1
HOMO energy	-7.358	eV
frontier orbital gap	8.14	eV

Geometry (Å):
H1 -0.361 -1.043 -2.201
C1 -2.686 1.626 0.781
H2 -0.306 2.597 -0.765
C2 1.385 -0.849 0.682
H3 -0.695 -1.471 0.681
C3 0.885 0.683 1.064
H4 -3.569 1.619 1.404
C4 2.384 -0.833 -0.458
H5 -1.192 1.330 -1.641
H6 1.955 -0.380 -1.349
H7 -1.624 0.322 2.015
H8 1.616 1.416 0.728
H9 2.326 -2.222 1.680
C5 -0.395 0.731 0.277
C6 -0.333 1.533 -1.004
H10 3.260 -0.248 -0.169
H11 0.698 0.702 2.138
H12 -2.735 2.240 -0.109
N1 -0.302 -0.961 -0.107
N2 1.453 -1.699 1.665
C7 -0.836 -1.514 -1.343
H13 2.691 -1.844 -0.716
C8 -1.620 0.901 1.093
H14 -0.654 -2.589 -1.388
H15 0.567 1.293 -1.566
H16 -1.912 -1.338 -1.393

Atom charges from the Löwdin analysis, given in e for atoms 1 to 4: H 0.074; C 0.031; H 0.099; C -0.540

---

Relative energies in hartree: (P) 0.0000; (Q) 0.1157

---

(P)
The following is a quantum chemistry calculation of 2 unconnected molecules or ions with the total composition C2HNO2S, from OMol25.

Summary:
molar mass	103.1	g mol⁻¹
multiplicity	1
HOMO energy	-9.657	eV
frontier orbital gap	10.10	eV

Geometry (Å):
N1 -0.593 1.456 0.198
C1 -1.433 0.661 -0.024
C2 1.553 -1.230 0.073
O1 1.584 -0.465 -0.763
O2 1.480 -2.091 0.808
S1 -2.719 -0.220 0.030
H1 0.128 1.890 -0.322

Atom charges from the Löwdin analysis, given in e for atoms 1 to 4: N 0.138; C -0.908; C -0.464; O 0.212

---

(Q)
The following is a quantum chemistry calculation of a single C2HNO2S molecule, from OMol25.

Summary:
molar mass	103.1	g mol⁻¹
multiplicity	1
HOMO energy (alpha / beta)	-9.278 / -9.535	eV
frontier orbital gap (alpha / beta)	7.77 / 8.16	eV

Geometry (Å):
H1 -0.603 -0.182 -1.108
C1 -0.357 0.447 -0.229
S1 0.295 -1.713 1.120
O1 -0.849 -2.514 0.758
N1 1.019 2.525 -0.784
O2 0.157 -0.188 0.791
C2 0.339 1.624 -0.548

Atom charges from the Löwdin analysis, given in e for atoms 1 to 4: H 0.132; C -0.192; S 0.969; O -0.476

---

Relative energies in hartree: (P) 0.0000; (Q) 0.1483